[1]
61
Properties=species:S:1:pos:R:3:forces:R:3 method="wB97M-V/def2-TZVPD" spin_multiplicity=1 e_homo_ev="-4.6 / -4.9" max_force_ha_per_bohr=0.02116
Y 2.6244 0.4413 1.6733 0.0019 -1.0876 0.0292
C 0.2269 0.1783 5.4743 -0.1239 0.0070 -0.0647
C -0.3955 1.0972 4.4216 0.1192 -0.0343 0.1980
S -0.1476 0.6924 2.6863 -0.2255 0.1248 -0.0649
C -1.1270 -0.8227 2.4713 0.1011 -0.2597 0.0586
C -0.5469 -2.1268 3.0523 -0.0342 0.5058 0.2094
S 1.1556 -2.2968 2.5197 0.5065 -0.0489 -0.5599
C 2.0717 -2.8742 3.9567 -0.1484 -0.0358 0.1710
C 1.8891 -2.1103 5.2689 0.0044 0.0320 -0.0691
S 1.9389 -0.2975 5.1333 0.3261 0.0594 -0.1088
H -0.3598 -0.7302 5.5859 -0.0386 0.0122 0.0358
H 0.2140 0.6950 6.4337 -0.0687 0.0063 0.0143
H 0.0177 2.1037 4.5047 -0.0064 -0.0103 0.0289
H -1.4709 1.1670 4.5965 -0.0014 0.0654 0.0072
H -1.2050 -0.9052 1.3842 -0.0352 -0.0342 0.0470
H -2.1278 -0.6389 2.8668 -0.0045 0.0045 -0.0230
H -1.1241 -2.9770 2.6908 -0.0668 0.0377 -0.0059
H -0.5845 -2.1269 4.1394 -0.0934 -0.0144 -0.0117
H 3.1088 -2.8074 3.6309 -0.0048 -0.0094 -0.0977
H 1.8419 -3.9300 4.1084 0.0626 -0.0011 0.1114
H 2.7093 -2.3794 5.9340 -0.0334 -0.0772 0.0248
H 0.9669 -2.3923 5.7770 -0.0067 0.0463 -0.0094
F 2.4357 -1.5113 -0.1487 0.0580 0.1457 0.0972
B 3.8154 -1.8388 0.1056 -0.0344 0.1511 0.0922
F 4.2625 -2.8811 -0.6362 -0.0550 0.1485 0.0757
F 3.8908 -2.0527 1.5146 -0.0274 -0.0055 -0.0135
F 4.5023 -0.6135 -0.1084 -0.1290 0.2332 0.1530
C -2.8672 1.8403 -2.5877 -0.1580 -0.0946 -0.2609
Si -2.1978 2.0063 -0.8719 0.4065 -0.0837 -0.0216
C -2.0128 3.7819 -0.3954 -0.0291 0.3461 0.0933
C -3.3245 1.1264 0.3031 -0.1747 -0.2313 0.2422
Se -0.1199 1.0444 -0.5877 -0.0114 -0.0577 -0.3382
H -3.8946 2.2216 -2.5969 0.0447 -0.0334 -0.0211
H -2.8818 0.7961 -2.9076 -0.0302 0.0504 -0.0094
H -2.2943 2.4094 -3.3184 -0.0592 -0.0086 -0.0126
H -2.9749 4.3046 -0.4127 0.0609 -0.0049 -0.0035
H -1.3277 4.2928 -1.0765 -0.0291 0.0049 0.0412
H -1.5958 3.8530 0.6122 -0.0107 0.0359 -0.0348
H -4.2801 1.6550 0.3799 0.0436 -0.0558 0.0234
H -2.8753 1.0686 1.2979 -0.0825 0.0605 -0.0247
H -3.5194 0.1073 -0.0436 -0.0119 0.0573 0.0402
C 0.6522 2.8297 -3.4067 -0.0800 0.3031 -0.1586
Si 0.8433 1.1355 -2.6899 -0.2306 -0.0298 0.3246
C 2.6316 0.7786 -2.4346 0.3300 -0.1023 -0.0058
C 0.0406 -0.1732 -3.7301 -0.0995 -0.2164 -0.1530
C -0.8101 0.1264 -4.7944 0.0622 -0.0647 -0.0704
C -1.4288 -0.8828 -5.5240 0.0211 0.0082 0.0441
C -1.1983 -2.2113 -5.1967 0.0315 0.0123 0.0325
C -0.3453 -2.5305 -4.1450 -0.0140 0.0560 -0.0081
C 0.2659 -1.5200 -3.4173 -0.0733 0.0042 -0.0666
H 1.1695 2.8812 -4.3706 -0.0196 0.0237 0.0610
H 1.1091 3.5574 -2.7308 -0.0046 -0.0192 -0.0553
H -0.3859 3.1224 -3.5658 0.0614 0.0366 0.0014
H 3.1921 1.0924 -3.3216 -0.0216 -0.0345 0.0529
H 2.8212 -0.2814 -2.2692 0.0179 0.0370 0.0096
H 3.0247 1.3271 -1.5756 0.0431 0.0342 -0.0444
H -0.9911 1.1607 -5.0692 -0.0096 -0.0331 0.0211
H -2.0905 -0.6316 -6.3442 0.0230 -0.0068 0.0080
H -1.6794 -2.9994 -5.7625 0.0069 0.0028 0.0028
H -0.1579 -3.5671 -3.8923 -0.0076 0.0206 -0.0093
H 0.9209 -1.7839 -2.5912 -0.0378 0.0216 -0.0250


[2]
106
Properties=species:S:1:pos:R:3:forces:R:3 method="wB97M-V/def2-TZVPD" spin_multiplicity=1 e_homo_ev=-9.7 relative_energy_kcal_mol=0.00 max_force_ha_per_bohr=0.08132 charge=+1
Pt 1.2297 1.3379 0.3032 -1.2612 -0.6735 -0.3905
C 6.5170 -0.8332 -0.2236 -0.2998 -0.0292 -0.0264
C 5.2721 -1.3500 0.1041 0.2235 -0.1305 0.0172
C 4.1446 -0.5525 0.0934 -0.3634 0.4935 0.0308
C 4.2486 0.7988 -0.2475 1.6936 -1.0374 -0.4090
C 5.5133 1.3114 -0.5982 -0.1396 0.1047 0.0041
C 6.6239 0.5023 -0.5890 0.0503 0.0894 -0.0469
N 3.1614 1.6372 -0.2032 -1.3222 3.4769 -0.0591
N 3.4485 2.9008 -0.4207 1.9294 -3.7099 0.0000
C 2.5466 3.7939 -0.0802 -2.8073 1.7548 0.6674
C 2.8077 5.1807 -0.1605 0.3620 -1.3683 -0.1166
C 1.8665 6.0669 0.2814 -1.0121 0.0136 0.4047
C 0.6501 5.5758 0.7791 0.9334 0.4604 -0.3568
C 0.4350 4.2186 0.8045 -0.4529 -0.5574 0.1922
N 1.3443 3.3307 0.4007 0.9952 0.1185 -0.3744
H 7.3943 -1.4616 -0.2005 0.0411 -0.0710 0.0001
H 5.1913 -2.3916 0.3801 -0.0695 -0.0569 0.0249
H 3.1785 -0.9437 0.3652 -0.0882 -0.0647 0.0184
H 5.5885 2.3549 -0.8562 0.1347 -0.0345 -0.0543
H 7.5837 0.9114 -0.8645 0.0675 0.0585 0.0025
H 3.7650 5.4882 -0.5427 0.1439 0.0553 -0.0829
H 2.0483 7.1289 0.2513 0.0582 0.1074 -0.0239
H -0.1143 6.2391 1.1457 -0.1657 0.0134 0.0121
H -0.5087 3.8393 1.1615 0.0093 -0.0300 -0.0510
Cl -1.4070 0.9535 -2.2096 0.0409 -0.0017 -0.1822
C -3.1020 1.2726 -2.4142 -0.5832 0.3427 0.0099
C -3.7256 0.9360 -3.6017 -0.0074 -0.0405 0.1109
C -5.0753 1.2032 -3.7715 0.0069 -0.0073 0.0626
C -5.8084 1.7908 -2.7537 0.1079 0.0448 -0.0366
C -5.1891 2.1279 -1.5627 0.3168 -0.2069 -0.1691
Cl -6.1417 2.7620 -0.2667 -0.1514 -0.1252 -0.0414
C -3.8135 1.8976 -1.3708 -0.2972 -0.1191 -0.3206
N -3.1862 2.1642 -0.1794 0.4093 -1.1305 0.3902
C -3.2223 3.3365 0.5336 0.3190 0.9940 0.4794
C -3.6367 4.5352 -0.0639 0.3013 -0.3093 0.0500
C -3.5180 5.7310 0.6057 0.0693 0.0852 0.3452
C -2.9929 5.7569 1.8939 0.0080 0.1889 -0.0874
C -2.6102 4.5777 2.5057 -0.0379 0.0169 -0.1217
C -2.7197 3.3551 1.8570 -0.4743 0.1671 -0.4702
C -2.2786 2.1067 2.5642 0.6233 -0.2688 -0.2148
C -0.8870 1.6940 2.0433 -0.7210 0.1857 1.9652
O 0.1091 1.7275 2.7480 0.1012 0.0950 0.4259
O -0.8441 1.3719 0.8086 1.8837 -0.1937 -1.4114
H -3.1537 0.4671 -4.3851 0.0853 -0.0484 -0.1123
H -5.5646 0.9382 -4.6950 -0.0219 -0.0251 -0.0995
H -6.8657 1.9719 -2.8725 -0.0608 0.0319 0.0223
H -2.3561 1.5925 0.0267 -0.5108 0.3627 -0.2618
H -3.9942 4.5108 -1.0818 -0.0692 0.0328 -0.0884
H -3.8228 6.6507 0.1300 -0.0393 0.0706 -0.0714
H -2.8758 6.6925 2.4166 -0.0705 0.1398 0.0874
H -2.2082 4.5979 3.5077 0.0227 0.0002 0.1613
H -2.9807 1.2914 2.3855 -0.0561 -0.0794 -0.0401
H -2.1936 2.2902 3.6355 -0.0121 -0.0944 -0.1213
O 0.8747 -0.7766 -0.1875 0.6779 1.6379 0.2351
P 0.3920 -2.2039 -0.1178 -0.7896 -1.4304 0.1478
C 0.7905 -2.9689 1.5427 -0.2821 0.1739 -0.7626
C 2.3036 -3.2369 1.7017 0.2053 -0.0461 -0.0371
C 3.0769 -2.3810 2.7224 -0.0422 0.1703 -0.0506
C 2.3198 -1.1378 3.1642 0.0361 -0.1049 0.1508
C 1.0001 -1.6076 3.7477 0.0301 0.2174 -0.1948
C 0.1061 -2.0987 2.6148 -0.1722 0.1027 0.2492
C -1.4448 -2.3288 -0.4848 0.6543 0.1809 -0.0907
C -1.9963 -3.7592 -0.4095 0.1957 -0.1626 0.1510
C -2.6863 -4.1042 0.9073 -0.1948 0.0393 -0.2262
C -3.7658 -3.0831 1.2338 0.2042 0.0242 0.2697
C -3.1124 -1.7238 1.4279 -0.1585 -0.0487 -0.1838
C -2.3643 -1.2900 0.1705 0.1451 0.2056 0.2942
C 1.2373 -3.2392 -1.4588 -0.3255 0.1641 0.4725
C 0.4091 -3.4856 -2.7287 -0.2944 0.1672 -0.1114
C 0.5532 -2.3115 -3.6916 -0.0188 -0.1091 -0.1048
C 1.9657 -2.3079 -4.2872 0.0129 -0.0225 0.0350
C 2.9639 -2.9184 -3.3002 0.0110 0.0961 0.0020
C 2.5656 -2.5816 -1.8661 0.3131 -0.0421 -0.1011
H 0.2951 -3.9435 1.5151 -0.0535 0.0298 -0.0925
H 2.7707 -3.1189 0.7239 0.1349 -0.1360 -0.0023
H 2.4303 -4.2852 1.9780 0.0301 0.0242 -0.1600
H 4.0481 -2.1051 2.3138 0.0530 -0.1154 0.0619
H 3.2619 -2.9836 3.6145 0.0786 0.0542 -0.0038
H 2.1231 -0.4492 2.3279 0.0593 -0.0792 0.1252
H 2.9069 -0.5938 3.9038 0.0192 0.0661 -0.0046
H 0.4922 -0.7964 4.2711 -0.0408 -0.0601 0.0123
H 1.1888 -2.4109 4.4632 -0.0030 0.0024 0.0842
H -0.2918 -1.2029 2.1275 -0.1555 0.0052 0.1610
H -0.7255 -2.6561 3.0460 -0.0866 0.1039 -0.1311
H -1.4055 -2.0284 -1.5426 0.0648 -0.0832 0.1159
H -1.1965 -4.4815 -0.5865 -0.0459 -0.1196 -0.1510
H -2.7325 -3.8799 -1.2089 0.0650 -0.0352 -0.0780
H -1.9616 -4.1291 1.7216 0.0706 -0.0716 0.1335
H -3.1212 -5.1008 0.8176 0.0832 -0.0487 0.0571
H -4.2986 -3.3748 2.1385 -0.0928 -0.0304 -0.0026
H -4.4900 -3.0330 0.4198 -0.1209 -0.0381 -0.0809
H -2.4426 -1.7766 2.2816 0.0218 0.0436 0.1209
H -3.8694 -0.9703 1.6571 0.0296 0.0503 0.0066
H -1.7671 -0.4063 0.3838 -0.2256 -0.0186 -0.1369
H -3.1182 -1.0108 -0.5707 0.0339 0.0355 -0.0845
H 1.4253 -4.2089 -0.9833 0.0411 0.0795 0.0673
H -0.6375 -3.6826 -2.5169 0.0039 -0.0886 0.0290
H 0.7978 -4.3804 -3.2195 -0.0534 -0.0818 0.0689
H 0.3751 -1.3811 -3.1478 -0.1105 0.0855 -0.0171
H -0.1900 -2.3770 -4.4881 -0.0289 0.0803 0.0696
H 2.2614 -1.2853 -4.5216 0.0241 0.0421 -0.0858
H 1.9804 -2.8751 -5.2184 0.0080 0.0396 -0.0534
H 3.9624 -2.5249 -3.4913 0.0656 -0.0637 -0.0070
H 3.0200 -4.0004 -3.4258 0.0420 -0.0517 -0.0065
H 2.4760 -1.4952 -1.7969 0.0442 -0.0219 0.0813
H 3.3685 -2.8979 -1.2032 -0.0061 0.0966 0.1168


[3]
7
Properties=species:S:1:pos:R:3:forces:R:3 method="wB97M-V/def2-TZVPD" spin_multiplicity=1 e_homo_ev=-9.6 relative_energy_kcal_mol=30.30 max_force_ha_per_bohr=0.06659
C 1.0908 0.2847 0.4602 -2.1552 1.3502 -0.2665
C -0.7397 0.2005 -0.3750 0.5027 1.3787 3.0938
O 1.5507 1.2023 1.0389 -0.9888 -0.8426 -0.9343
F -0.7303 0.3249 -1.6496 0.7804 -0.0955 -1.8922
F -1.5314 1.2647 0.0613 1.3168 -1.4398 0.1272
I 1.9587 -1.5798 0.2793 0.8117 -0.7289 -0.1688
I -1.5989 -1.6973 0.1850 -0.2677 0.3778 0.0409


[4]
6
Properties=species:S:1:pos:R:3:forces:R:3 method="wB97M-V/def2-TZVPD" spin_multiplicity=1 e_homo_ev=-10.3 relative_energy_kcal_mol=10.38 max_force_ha_per_bohr=0.10132
N -3.7051 0.6984 -0.0132 -0.2903 -1.4702 -0.1035
N -3.9112 -0.3782 -0.0923 0.2845 1.4723 0.1041
O 0.7237 -0.2280 -0.2282 1.0670 4.4667 1.7367
O -0.5359 0.1782 0.3982 1.5553 0.0964 -0.3526
H -0.0537 0.9547 0.7346 -1.2115 0.1089 0.4378
H 0.6092 -1.0316 -0.5873 -1.4050 -4.6741 -1.8225


[5]
26
Properties=species:S:1:pos:R:3:forces:R:3 method="wB97M-V/def2-TZVPD" spin_multiplicity=1 e_homo_ev=-9.2 relative_energy_kcal_mol=100.13 max_force_ha_per_bohr=0.10549
C 2.4043 3.2696 -1.8188 1.2181 1.7362 0.0441
C 0.5716 1.6855 -1.5899 0.3675 2.4305 3.0085
C 0.1895 0.1615 -1.6686 1.5879 0.0337 2.6263
C -0.8597 -0.3601 0.4159 0.6107 -0.2096 -2.9032
C -1.4216 0.4631 1.3014 -1.6615 2.8949 -3.1270
C -1.2493 0.1892 2.5872 -2.3429 2.0517 1.9867
C -0.6973 -0.9216 3.0452 3.2763 -2.6684 -0.0482
C -0.0966 -1.8411 2.1075 -1.0777 1.8730 1.2777
C -0.1903 -1.5131 0.7478 0.9996 0.0166 3.3608
C -0.8568 -2.9455 -0.6372 -4.7077 -2.4620 -1.0956
H 2.3307 3.6712 -0.8004 0.3111 -0.2140 -0.0030
H 3.5595 3.2264 -2.1184 -2.8202 0.2561 0.3781
H 1.7613 4.0887 -2.3814 1.2312 -2.2949 0.3273
H 0.0226 -0.0915 -2.7029 0.1109 -0.4528 -0.2146
H 1.0630 -0.4745 -1.1022 -1.8526 1.7093 -2.0790
H -1.9841 1.3545 0.8215 1.0577 -1.4518 1.3201
H -1.7504 0.8615 3.2319 -0.0531 0.6541 1.1123
H -0.4158 -0.9522 4.1029 -0.5411 -0.5990 -0.2956
H 0.3807 -2.6665 2.6045 0.3606 -0.5290 -0.7916
H -0.7141 -3.7560 -1.6146 -0.1643 2.3445 3.2645
H -1.7725 -2.1908 -0.8996 2.5727 -1.5052 -0.1453
H -1.3801 -3.3457 0.3856 1.2330 -0.4223 -2.6369
O 1.9718 1.9085 -1.7918 -2.8443 -0.5055 -1.0025
O -0.1449 2.5792 -1.0946 2.0625 -2.8326 -2.2495
O -1.0214 -0.0772 -0.9288 0.6022 0.4531 -1.0360
O 0.3001 -2.3229 -0.2022 0.4632 -0.3064 -1.0784